# 1
Formula: C35H33ClInN4S2Si2
Source: the OMol25 dataset
Level of theory: the ωB97M-V functional and the def2-TZVPD basis

Geometry as XYZ:
```
78
Properties=species:S:1:pos:R:3:lowdin_charge:R:1
C -2.09 -1.16 5.27 -0.0846
C -2.56 -0.68 4.03 -0.1621
C -1.88 -1.39 2.97 -0.2231
H -3.38 0.05 3.89 0.1110
C -1.03 -2.37 3.61 -0.1662
C -1.14 -2.20 5.00 -0.0930
H -0.64 -2.80 5.76 0.1086
H -2.42 -0.87 6.25 0.1068
H -2.15 -1.39 1.91 0.0807
H -0.47 -3.15 3.09 0.0900
In -0.05 0.39 2.68 0.8694
Si -1.28 -0.32 -3.19 0.9474
C -0.80 1.24 -4.11 -0.3155
C 0.47 1.25 -4.75 -0.1351
H 1.11 0.37 -4.71 0.0647
C 0.92 2.38 -5.43 -0.0701
H 1.93 2.37 -5.86 0.1202
C 0.11 3.51 -5.50 -0.0641
H 0.49 4.42 -5.94 0.1079
C -1.19 3.48 -4.95 -0.0757
H -1.83 4.35 -5.04 0.1026
C -1.64 2.36 -4.24 -0.0966
H -2.63 2.34 -3.80 0.1018
C -0.68 -1.56 -4.51 -0.3162
C -1.14 -1.47 -5.84 -0.0946
H -2.04 -0.88 -6.09 0.1183
C -0.48 -2.21 -6.83 -0.0809
H -0.82 -2.14 -7.86 0.1061
C 0.58 -3.05 -6.49 -0.0719
H 1.12 -3.60 -7.28 0.1095
C 0.93 -3.25 -5.14 -0.0619
H 1.71 -3.95 -4.85 0.1026
C 0.23 -2.57 -4.13 -0.1023
H 0.36 -2.83 -3.08 0.0858
H -2.75 -0.49 -3.27 0.0212
Si 2.13 0.12 -1.94 0.7140
C 1.33 -1.38 -1.12 -0.3904
C -0.07 -1.43 -1.18 -0.2704
H -0.73 -0.51 -1.49 0.0383
C -0.78 -2.44 -0.56 -0.0916
H -1.87 -2.42 -0.68 0.1227
C -0.16 -3.37 0.28 -0.0831
H -0.74 -4.04 0.92 0.1093
C 1.23 -3.35 0.31 -0.0866
H 1.78 -4.08 0.92 0.1104
C 1.99 -2.42 -0.43 -0.0961
H 3.09 -2.42 -0.39 0.1178
C 1.06 1.57 -1.34 -0.3716
C 0.03 1.46 -0.39 -0.2480
H -0.14 0.50 0.10 -0.0047
C -0.79 2.54 -0.02 -0.1290
H -1.52 2.40 0.78 0.0749
C -0.63 3.76 -0.65 -0.0992
H -1.28 4.60 -0.40 0.1057
C 0.42 3.90 -1.56 -0.0764
H 0.58 4.88 -2.04 0.1119
C 1.30 2.86 -1.84 -0.1039
H 2.15 3.02 -2.50 0.1054
H 3.34 0.29 -1.34 -0.1063
Cl 2.23 0.31 1.70 0.2289
N -1.69 3.55 4.21 0.1136
C -0.94 2.81 5.03 -0.6680
N -0.18 1.79 4.70 0.0241
C 0.43 1.25 5.84 -0.3138
C 0.09 1.90 7.02 -0.3295
S -1.03 3.17 6.74 1.0964
C 1.20 0.06 5.71 -0.3225
C 1.82 -0.74 6.67 -0.3236
S 2.47 -2.15 5.96 1.1070
C 1.94 -1.61 4.41 -0.7069
N 1.25 -0.48 4.43 -0.0444
N 2.20 -2.27 3.26 0.0827
H -2.15 4.37 4.61 0.1170
H -1.65 3.42 3.19 0.1097
H 0.46 1.60 7.99 0.0859
H 1.84 -0.50 7.71 0.0762
H 2.80 -3.08 3.32 0.1085
H 2.34 -1.60 2.47 -0.0352
```

## Properties
- relative energy (zero: lowest compared OMol25 entry of this formula, charge and spin) (kJ/mol) = 91.3
- net charge = +1
- E (eV) = -97902.0748
- Kohn-Sham gap (alpha / beta) (hartree) = 0.108 / 0.110
- LUMO (alpha / beta) (eV) = -4.857 / -4.863

---

# 2
Formula: C30H38N7O2PPdS2
Source: the OMol25 dataset
Level of theory: the ωB97M-V functional and the def2-TZVPD basis

Geometry as XYZ:
```
81
Properties=species:S:1:pos:R:3:lowdin_charge:R:1
Pd -0.20 -1.26 -1.38 0.3891
C -1.42 2.20 -2.84 -0.1355
C -0.10 2.41 -2.09 -0.2086
C -0.26 3.27 -0.86 -0.1754
C 0.04 4.62 -0.89 -0.0576
C -0.13 5.42 0.24 -0.1061
C -0.57 4.84 1.41 -0.0760
C -0.88 3.48 1.49 -0.1866
C -1.22 2.90 2.84 -0.2114
C -2.58 3.34 3.38 -0.0942
C -0.76 2.70 0.33 -0.1887
N -1.05 1.33 0.29 0.1020
C -2.23 0.93 0.62 -0.1123
C -2.68 -0.42 0.52 -0.3592
C -3.86 -0.95 1.06 -0.0889
C -3.87 -2.30 0.73 -0.1301
C -2.71 -2.52 -0.02 -0.2130
N -1.98 -1.40 -0.14 -0.0888
H -1.26 1.57 -3.72 0.0026
H -1.85 3.15 -3.15 0.0695
H -2.14 1.69 -2.20 0.0546
H 0.63 2.88 -2.75 0.1062
H 0.29 1.43 -1.80 0.0721
H 0.41 5.06 -1.81 0.1050
H 0.10 6.48 0.20 0.0897
H -0.66 5.44 2.31 0.1061
H -0.45 3.22 3.55 0.0915
H -1.18 1.81 2.80 0.0971
H -2.64 4.43 3.43 0.0650
H -2.75 2.94 4.38 0.0686
H -3.39 3.00 2.74 0.0614
H -2.98 1.65 0.96 0.1235
H -4.61 -0.40 1.62 0.0843
H -4.63 -3.03 0.96 0.0695
H -2.38 -3.43 -0.50 0.0883
C -0.27 -2.53 -7.90 -0.0844
C -0.79 -2.57 -6.48 -0.3291
O 0.28 -2.21 -5.61 -0.3566
P -0.02 -2.09 -4.02 -0.1985
S 1.68 -1.51 -3.18 0.2718
S -1.61 -1.02 -3.60 0.3274
O -0.38 -3.63 -3.65 -0.3744
C 0.63 -4.65 -3.67 -0.3267
C 0.33 -5.62 -2.55 -0.0790
H -1.07 -2.80 -8.60 0.0710
H 0.56 -3.22 -8.03 0.0727
H 0.07 -1.52 -8.14 0.0756
H -1.15 -3.57 -6.22 0.1114
H -1.62 -1.87 -6.33 0.0832
H 1.61 -4.19 -3.54 0.0668
H 0.60 -5.14 -4.65 0.1122
H 0.38 -5.10 -1.59 0.0740
H 1.06 -6.43 -2.55 0.0702
H -0.66 -6.04 -2.66 0.0745
C -0.02 -1.78 2.45 0.0225
C 1.23 -1.66 1.66 -0.3388
N 1.35 -1.49 0.36 0.0529
C 2.70 -1.44 0.09 -0.1504
C 3.40 -1.57 1.24 -0.0709
N 2.46 -1.72 2.24 -0.0478
C 2.75 -1.82 3.64 -0.0774
N 2.45 -0.59 4.35 -0.0578
N 2.42 -0.65 5.70 0.0371
N 2.35 0.53 6.18 0.0592
C 2.34 1.42 5.13 -0.2419
C 2.26 2.82 5.14 -0.0252
C 2.23 3.45 3.92 -0.0968
C 2.27 2.72 2.71 -0.0719
C 2.35 1.35 2.69 0.0159
C 2.41 0.71 3.94 -0.1495
H -0.88 -1.68 1.79 0.0532
H -0.08 -1.01 3.22 0.0834
H -0.07 -2.76 2.94 0.0889
H 3.05 -1.33 -0.92 0.0358
H 4.46 -1.57 1.45 0.1134
H 3.81 -2.05 3.74 0.1355
H 2.18 -2.61 4.11 0.1335
H 2.20 3.36 6.07 0.1086
H 2.15 4.53 3.87 0.1029
H 2.18 3.26 1.78 0.1100
H 2.35 0.81 1.75 0.0997
```

## Properties
- relative energy (zero: lowest compared OMol25 entry of this formula, charge and spin) (kJ/mol) = 0.0
- net charge = -1
- multiplicity = 2
- E (eV) = -80696.8280
- Kohn-Sham gap (alpha / beta) (hartree) = 0.222 / 0.249
- LUMO (alpha / beta) (eV) = 2.368 / 2.367

---

# 3
Formula: H8O4
Source: the OMol25 dataset
Level of theory: the ωB97M-V functional and the def2-TZVPD basis

Geometry as XYZ:
```
12
Properties=species:S:1:pos:R:3:lowdin_charge:R:1
O 0.64 -1.60 1.42 -0.0166
H -0.26 -1.36 1.17 0.0606
H 0.76 -1.35 2.33 0.0531
O -0.09 -1.90 -1.91 -0.0739
H -0.23 -1.68 -2.83 0.0261
H 0.31 -1.11 -1.53 -0.0350
O -1.08 2.34 0.45 -0.0275
H -1.09 2.59 1.35 0.0249
H -1.18 3.14 -0.08 0.0598
O 0.85 0.21 -0.47 -0.0578
H 0.45 1.05 -0.20 0.0211
H 0.91 -0.34 0.30 -0.0351
```

## Properties
- relative energy (zero: lowest compared OMol25 entry of this formula, charge and spin) (kJ/mol) = 79.4
- structure (SMILES) = O.O.O.O
- E (eV) = -8319.8530
- Kohn-Sham gap (hartree) = 0.393
- LUMO (eV) = 0.328

---

# 4
Formula: C11H30IO7P
Source: the OMol25 dataset
Level of theory: the ωB97M-V functional and the def2-TZVPD basis

Geometry as XYZ:
```
50
Properties=species:S:1:pos:R:3:lowdin_charge:R:1
C 1.09 3.18 0.15 -0.0609
C 2.51 3.07 -0.35 -0.2445
O 2.71 4.08 -1.39 -0.2812
P 3.75 3.70 -2.51 0.1990
O 5.13 3.56 -2.05 -0.2375
O 3.20 2.37 -3.22 -0.0936
O 3.51 4.77 -3.68 -0.8137
I 2.99 6.63 -3.16 0.9808
H 0.77 2.27 0.64 0.0458
H 0.45 3.37 -0.72 0.0846
H 1.00 4.06 0.79 0.0793
H 3.22 3.29 0.44 0.1239
H 2.73 2.07 -0.70 0.0859
H 2.70 2.59 -4.00 0.0829
C 3.44 -1.50 0.18 -0.0547
C 2.11 -0.95 0.66 -0.4784
C 1.08 -2.04 0.85 -0.0472
O 1.63 0.03 -0.26 -0.0642
H 3.32 -2.00 -0.79 0.0822
H 4.17 -0.70 0.05 0.0809
H 3.85 -2.23 0.89 0.0805
H 2.25 -0.41 1.60 0.1424
H 0.89 -2.56 -0.10 0.0676
H 0.13 -1.62 1.19 0.0594
H 1.41 -2.78 1.58 0.0861
H 1.48 -0.40 -1.11 0.0955
C -2.15 0.88 0.82 -0.0610
C -1.78 0.53 2.25 -0.4996
C -2.96 0.72 3.19 -0.0574
O -0.67 1.32 2.68 -0.0591
H -2.45 1.94 0.75 0.0845
H -1.30 0.74 0.15 0.0705
H -2.97 0.26 0.46 0.0619
H -1.44 -0.50 2.29 0.1156
H -3.29 1.76 3.19 0.0811
H -2.68 0.46 4.21 0.0786
H -3.80 0.09 2.89 0.0795
H -0.94 2.25 2.66 0.0827
C -4.14 -4.01 -0.80 -0.0611
C -3.02 -3.00 -1.02 -0.4891
C -1.71 -3.69 -1.35 -0.0615
O -2.87 -2.17 0.13 -0.0656
H -3.90 -4.66 0.04 0.0816
H -5.08 -3.50 -0.56 0.0793
H -4.30 -4.63 -1.68 0.0801
H -3.30 -2.33 -1.83 0.1396
H -1.40 -4.34 -0.53 0.0844
H -0.92 -2.95 -1.51 0.0637
H -1.80 -4.30 -2.25 0.0814
H -2.63 -2.74 0.87 0.0888
```

## Properties
- E (eV) = -43617.5833
- Kohn-Sham gap (hartree) = 0.321
- LUMO (eV) = -1.198